H7O3 | ωB97M-V with the def2-TZVPD basis set

For the HOMO-LUMO gap, the calculation gives 13.5 eV. The value obtained for the total energy is -6249.207 eV. For the HOMO energy, the calculation gives -17.16 eV.

Geometry as ORCA input:
```
! RIJCOSX wB97M-V def2-TZVPD def2/J DEFGRID3
* xyz 1 1
O -0.84 -1.82 0.97
H -0.31 -2.30 1.61
H -1.72 -1.73 1.36
O 1.37 0.98 -1.24
H 2.09 1.52 -0.89
H 1.31 1.11 -2.20
O -0.43 0.67 0.32
H 0.39 0.88 -0.42
H -1.24 0.99 -0.11
H -0.63 -0.30 0.60
*
```